1.
{
  "formula": "C4H4N2O2",
  "method": "the ωB97M-V functional and the def2-TZVPD basis",
  "orbital_gap_ha": 0.3383,
  "e_lumo_ev": -0.29,
  "species": ["O", "O", "N", "N", "C", "C", "C", "C", "H", "H", "H", "H"],
  "xyz": [[1.21, 0.52, 1.63], [-1.57, -1.23, 0.56], [1.65, 0.47, -0.91], [0.20, 0.16, 0.91], [-0.79, -0.60, 1.30], [-1.33, -0.56, -2.28], [0.49, 0.21, -0.55], [-0.57, 0.09, -1.43], [2.46, 0.47, -0.12], [-2.04, -0.41, -3.23], [1.04, 1.31, 1.79], [-0.76, -0.43, 2.35]]
}


2.
{
  "formula": "C4H4N2O2",
  "method": "the ωB97M-V functional and the def2-TZVPD basis",
  "orbital_gap_ha": 0.3367,
  "e_lumo_ev": 0.58,
  "species": ["O", "O", "N", "N", "C", "C", "C", "C", "H", "H", "H", "H"],
  "xyz": [[-1.01, -1.21, -0.14], [-1.32, 1.11, -0.24], [2.16, 0.15, 0.16], [-0.01, 0.62, -0.32], [0.22, -0.68, -0.20], [1.20, 1.17, 0.20], [-1.96, -0.15, 0.39], [1.47, -1.07, 0.06], [1.97, -2.04, -0.13], [-3.19, -0.26, -0.09], [1.30, 2.16, 0.13], [-2.18, -0.08, 1.61]]
}


3.
{
  "formula": "C4H4N2O2",
  "method": "the ωB97M-V functional and the def2-TZVPD basis",
  "orbital_gap_ha": 0.2861,
  "e_lumo_ev": -1.04,
  "species": ["O", "O", "N", "N", "C", "C", "C", "C", "H", "H", "H", "H"],
  "xyz": [[2.97, -0.32, -0.24], [-1.95, 0.27, 0.05], [-1.69, -1.09, -0.12], [-0.78, 2.04, -0.22], [-0.27, -1.39, -0.20], [-0.73, 0.75, -0.04], [0.33, -0.20, 0.23], [1.88, 0.34, 0.30], [2.16, 1.46, 0.32], [0.28, 2.34, -0.27], [-2.20, -1.75, 0.36], [0.01, -2.44, -0.18]]
}


4.
{
  "formula": "C4H4N2O2",
  "method": "the ωB97M-V functional and the def2-TZVPD basis",
  "orbital_gap_ha": 0.3066,
  "e_lumo_ev": 0.11,
  "species": ["O", "O", "N", "N", "C", "C", "C", "C", "H", "H", "H", "H"],
  "xyz": [[2.27, 0.81, -0.36], [-1.50, -0.92, -0.35], [-1.26, 1.19, 0.47], [-0.03, 0.62, -0.03], [-0.13, -0.77, -0.29], [-2.15, 0.26, 0.13], [0.86, -1.81, -0.22], [1.22, 1.40, -0.01], [1.31, 2.50, 0.75], [-3.28, 0.57, -0.12], [0.77, -2.77, -0.30], [1.91, -1.06, 0.33]]
}


5.
{
  "formula": "C4H4N2O2",
  "method": "the ωB97M-V functional and the def2-TZVPD basis",
  "orbital_gap_ha": 0.3549,
  "e_lumo_ev": 0.40,
  "species": ["O", "O", "N", "N", "C", "C", "C", "C", "H", "H", "H", "H"],
  "xyz": [[0.19, 2.23, 0.83], [-0.31, 0.71, -0.79], [-1.82, -0.70, 0.12], [2.98, -0.29, -0.15], [1.86, -0.58, 0.02], [-0.52, -0.46, -0.08], [0.60, -1.04, 0.42], [0.26, 1.77, -0.26], [-2.46, -0.43, -0.64], [0.84, 2.31, -0.99], [0.49, -1.93, 0.97], [-2.11, -1.58, 0.57]]
}


6.
{
  "formula": "C4H4N2O3",
  "method": "the ωB97M-V functional and the def2-TZVPD basis",
  "orbital_gap_ha": 0.3641,
  "e_lumo_ev": -0.13,
  "species": ["O", "O", "O", "N", "N", "C", "C", "C", "C", "H", "H", "H", "H"],
  "xyz": [[-3.03, 0.35, -0.32], [1.05, -2.17, -0.07], [-0.54, 2.07, 0.31], [0.45, 0.13, -0.20], [-1.58, -1.26, 0.37], [1.77, 0.73, -0.19], [-0.66, 0.90, 0.08], [0.40, -1.20, 0.01], [-1.91, -0.01, 0.01], [2.38, 0.60, -0.95], [1.61, 1.80, 0.08], [2.21, 0.24, 0.78], [-2.15, -2.16, 0.09]]
}